# 1
This record from the Open Molecules 2025 dataset describes C28H28F10N3O2P2Pb as an isolated structure. The level of theory is ωB97M-V/def2-TZVPD.

Properties
* multiplicity: 1
* total energy: -89060.546 eV
* gap between HOMO and LUMO: 0.2729 hartree
* net charge: -1

Geometry as XYZ:
```
74
Properties=species:S:1:pos:R:3:forces:R:3:lowdin_charge:R:1
Pb -0.434868 0.402256 -0.100369 -0.1 0.1 0.2 1.37
C 1.535081 2.240192 -4.289409 0.0 0.0 0.0 -0.04
C 0.572448 1.738861 -3.254573 -0.1 0.1 -0.1 -0.29
N 0.764990 0.705546 -2.527986 0.2 -0.3 0.0 -0.03
N 1.912136 -0.018181 -2.726947 -0.1 0.1 0.1 0.04
C 2.001542 -1.014643 -1.855362 0.1 0.0 0.0 -0.49
O 1.209015 -1.313245 -0.919615 0.1 -0.1 0.0 -0.23
C 3.214096 -1.890126 -2.036346 -0.1 0.1 0.0 -0.14
C 4.323027 -1.471678 -2.766978 0.0 0.0 0.0 -0.04
C 5.419546 -2.306975 -2.913416 0.0 0.0 0.0 -0.10
C 5.415497 -3.572069 -2.338969 0.1 0.0 0.0 -0.11
C 4.313857 -3.992274 -1.608910 0.0 0.0 0.0 -0.09
C 3.222215 -3.151184 -1.453232 0.0 0.0 0.0 -0.03
C -0.697585 2.477246 -3.034551 0.0 0.0 -0.1 -0.23
C -0.937408 3.694600 -3.674894 0.0 -0.1 0.1 -0.02
C -2.134671 4.352773 -3.454480 0.0 0.0 0.0 -0.07
C -3.059980 3.792791 -2.592307 0.0 0.0 0.0 -0.07
C -2.734975 2.589888 -1.984859 -0.1 0.0 0.1 -0.14
N -1.602867 1.938396 -2.207980 0.0 0.0 0.0 0.05
H 2.358869 1.540883 -4.392170 0.0 0.0 0.0 0.05
H 1.934560 3.215783 -4.000318 0.0 0.0 0.0 0.08
H 1.041697 2.362467 -5.256174 0.0 0.0 0.0 0.08
H 4.306984 -0.486950 -3.212034 0.0 0.0 0.0 0.10
H 6.281862 -1.969520 -3.475353 0.0 0.0 0.0 0.09
H 6.269400 -4.227525 -2.461845 0.0 0.0 0.0 0.09
H 4.307738 -4.977217 -1.157909 0.0 0.0 0.0 0.10
H 2.356841 -3.455649 -0.880663 0.0 0.0 0.0 0.10
H -0.189320 4.126605 -4.321865 0.0 0.0 0.0 0.10
H -2.330355 5.300758 -3.939888 0.0 0.0 0.0 0.10
H -4.000342 4.276984 -2.369862 0.0 0.0 0.0 0.10
H -3.412067 2.131420 -1.271773 0.0 0.0 0.0 0.12
C -3.866662 -1.832765 -0.261412 -0.1 0.0 0.0 -0.27
P -2.117727 -1.874255 0.267259 0.4 -0.7 -0.3 0.74
C -1.656989 -3.454709 -0.641572 -0.1 0.0 0.0 -0.28
C -2.125326 -2.654117 1.936618 -0.1 0.1 0.0 -0.35
C -3.181912 -3.475579 2.326117 0.0 -0.1 0.0 -0.09
C -3.182754 -4.117687 3.553456 0.0 0.0 0.0 -0.09
C -2.107410 -3.962163 4.417405 0.0 0.0 0.0 -0.10
C -1.052824 -3.149851 4.040886 0.1 0.0 0.0 -0.10
C -1.052735 -2.482608 2.817503 0.0 0.0 0.0 -0.37
P 0.305518 -1.345142 2.362325 -0.1 0.3 -0.3 0.86
C 0.577282 -0.421872 3.917302 0.0 0.0 0.1 -0.27
C 1.759890 -2.448011 2.295168 0.1 -0.1 0.1 -0.27
H -4.439529 -1.192568 0.403821 0.0 0.0 0.0 0.04
H -4.304499 -2.831323 -0.312131 0.0 0.0 0.0 0.03
H -3.900012 -1.411954 -1.267944 0.0 0.0 0.0 0.04
H -1.728288 -3.273626 -1.717234 0.0 0.0 0.0 0.03
H -2.280272 -4.317661 -0.385399 0.0 0.0 0.0 0.03
H -0.612755 -3.692083 -0.428953 0.0 0.0 0.0 0.02
H -4.025412 -3.617821 1.663764 0.0 0.0 0.0 0.09
H -4.022187 -4.741840 3.835078 0.0 0.0 0.0 0.10
H -2.096298 -4.461000 5.378503 0.0 0.0 0.0 0.10
H -0.215510 -3.022287 4.717993 0.0 0.0 0.0 0.09
H -0.339709 0.112218 4.166677 0.0 0.0 0.0 0.05
H 1.356891 0.323550 3.757717 0.0 0.0 0.0 0.04
H 0.865664 -1.063420 4.752844 0.0 0.0 0.0 0.03
H 2.646137 -1.855807 2.065407 0.0 0.0 0.0 0.04
H 1.627536 -3.157859 1.480574 0.0 0.0 0.0 0.02
H 1.917971 -2.989951 3.231211 0.0 0.0 0.0 0.03
F -2.536541 -0.079767 1.324618 0.0 0.3 0.1 -0.64
F 0.125028 2.811934 3.544538 0.0 0.0 0.0 0.14
C -0.684606 3.604105 2.820584 -0.1 0.1 0.2 -0.53
F -1.867160 2.992661 2.756543 0.0 0.0 0.0 0.16
F -0.865775 4.734942 3.548148 0.0 -0.1 -0.1 0.13
C -0.093064 3.840357 1.389043 0.0 -0.2 0.0 -0.38
O -0.054118 2.697662 0.720725 0.0 0.2 0.0 -0.31
C -0.984761 4.884444 0.640031 -0.1 0.2 0.0 -0.53
F -0.959842 6.130682 1.169863 0.0 -0.1 0.0 0.14
F -0.605766 5.004662 -0.638835 0.0 0.0 0.0 0.15
F -2.269456 4.497133 0.627411 0.0 0.0 0.0 0.15
C 1.350934 4.428417 1.525968 0.1 0.1 0.1 -0.54
F 1.431904 5.536813 2.300438 0.0 -0.1 -0.1 0.13
F 1.849292 4.759203 0.324316 -0.1 0.0 0.0 0.15
F 2.188854 3.528760 2.054676 0.0 0.0 0.0 0.15
```
Forces are in eV/Å.

# 2
This record from the Open Molecules 2025 dataset describes C28H28N2SiW as an isolated structure in a non-equilibrium geometry. The level of theory is ωB97M-V/def2-TZVPD.

Properties
* multiplicity: 3
* total energy: -42156.900 eV
* gap between HOMO and LUMO (spin up / spin down): 0.1660 / 0.1577 hartree
* ⟨S²⟩: 2.02
* net charge: +2
* relative energy (zero: lowest compared OMol25 entry of this formula, charge and spin): 0.000 eV

Geometry as XYZ:
```
60
Properties=species:S:1:pos:R:3:forces:R:3:lowdin_spin:R:1
C 1.237429 -0.335970 1.789483 1.4 0.6 -0.1 0.01
C 1.686138 -1.130925 0.682477 1.0 0.2 0.5 0.04
C 2.132599 -0.236683 -0.349347 1.0 -0.3 -0.1 0.03
H 1.811374 -2.211594 0.692509 -0.2 0.2 -0.1 0.01
C 1.889874 1.109590 0.091930 0.8 -0.3 0.5 0.03
C 1.355122 1.041825 1.424876 1.0 -0.8 0.5 0.03
H 1.202289 1.886738 2.096009 -0.3 -0.2 -0.4 0.00
H 0.985753 -0.708086 2.780982 -0.3 0.1 -0.4 0.00
H 2.622694 -0.528025 -1.278292 -0.2 0.1 0.3 0.00
H 2.203834 2.018707 -0.418609 -0.3 -0.3 0.0 0.01
W -0.029536 0.049750 -0.136410 -1.9 -0.2 -1.2 1.45
C -0.250242 -0.267401 -2.239738 -0.1 0.2 0.8 0.07
H 0.260228 0.483300 -2.857314 -0.1 -0.2 -0.1 0.00
H -1.325756 -0.214841 -2.452065 0.1 0.1 -0.1 0.02
H 0.114023 -1.259406 -2.543090 0.1 0.2 0.0 0.01
Si -1.012102 -1.205750 -5.886825 -0.9 -0.1 -1.6 0.00
C -0.906424 -3.054936 -6.009520 0.0 -0.4 0.1 0.00
C 0.228265 -3.663645 -5.446947 -0.5 -0.6 0.0 0.00
H 1.028241 -3.046540 -5.029472 -0.2 -0.2 -0.1 0.00
C 0.332139 -5.060602 -5.406726 0.0 0.2 0.0 0.00
H 1.204485 -5.514157 -4.936016 -0.2 0.0 -0.2 0.00
C -0.674811 -5.862303 -5.954450 0.0 0.5 0.0 0.00
H -0.595727 -6.948370 -5.904119 0.0 0.3 -0.1 0.00
C -1.782356 -5.257312 -6.563498 0.0 0.0 0.0 0.00
H -2.567316 -5.884107 -6.995780 0.3 0.2 0.1 0.00
C -1.898944 -3.862978 -6.610982 0.5 -0.1 0.5 0.00
H -2.754302 -3.391985 -7.100399 0.2 -0.2 0.2 0.00
C 0.551847 -0.465710 -6.572814 0.3 0.7 0.4 0.00
C 1.333790 -1.021153 -7.606241 0.3 0.3 0.4 0.00
H 1.011112 -1.929975 -8.121146 0.1 0.2 0.3 0.00
C 2.549596 -0.414822 -7.967376 -0.3 0.0 0.1 0.00
H 3.171764 -0.868705 -8.742496 -0.2 0.2 0.2 0.00
C 2.975176 0.757842 -7.332407 -0.4 -0.2 0.2 0.00
H 3.928119 1.216588 -7.599410 -0.3 -0.2 0.1 0.00
C 2.164258 1.343583 -6.352699 -0.1 0.1 0.0 0.00
H 2.481364 2.262662 -5.856141 0.0 -0.2 -0.2 0.00
C 0.945744 0.759835 -5.997176 0.7 -0.5 -0.4 0.00
H 0.295022 1.231392 -5.258709 0.2 0.0 -0.1 0.00
H -1.482891 -0.695299 -4.566782 0.5 -0.1 0.0 0.00
H -2.086183 -0.748936 -6.802760 -0.2 -0.1 0.1 0.00
C -1.527825 4.108979 0.307687 0.1 0.0 0.0 -0.01
C -2.507549 3.972153 1.298079 0.3 -0.2 -0.2 0.04
C -2.783562 2.703367 1.795238 0.0 -0.7 0.1 0.00
C -2.098756 1.579451 1.319165 0.9 1.8 -0.9 0.04
N -1.107183 1.755734 0.364825 -1.5 0.7 -0.1 0.03
C -0.838815 2.997449 -0.143503 -0.5 -0.7 0.6 0.05
C -2.303473 0.211400 1.754173 0.2 -1.8 0.3 0.02
C -3.227714 -0.197740 2.723473 0.1 0.5 -0.2 0.00
C -3.357695 -1.541865 3.066629 0.4 0.2 -0.4 0.02
C -2.525454 -2.473830 2.433552 0.1 -0.1 -0.1 0.00
C -1.575302 -2.049628 1.519434 -0.4 1.0 -0.1 0.03
N -1.470182 -0.728083 1.165017 -1.1 -0.1 0.8 0.03
H -1.288192 5.074194 -0.123964 -0.1 -0.1 0.1 0.00
H -3.042711 4.847246 1.663366 0.1 -0.3 -0.1 0.00
H -3.532737 2.540468 2.565530 0.1 0.3 -0.2 0.00
H -0.076928 3.043912 -0.927417 -0.3 0.0 0.3 0.01
H -3.829537 0.572886 3.203606 0.0 -0.4 -0.1 0.00
H -4.081218 -1.862759 3.813685 0.2 0.1 -0.2 0.00
H -2.602114 -3.534452 2.656721 0.0 0.2 0.0 0.00
H -0.881370 -2.733035 1.031066 -0.2 0.1 0.1 0.00
```
Forces are in eV/Å.